Entry 1:
21
Properties=species:S:1:pos:R:3:nbo_charge:R:1 method="wB97M-V/def2-TZVPD" de_lowest_kj_mol=226.9 charge=+1 orbital_gap_ha=0.381 total_energy_ha=-365.7443
H 1.485 -3.734 0.650 0.514
H 0.834 -3.383 2.074 0.506
O -3.139 -0.339 -1.430 -0.952
H -1.602 -1.557 1.757 0.224
O 0.891 -3.133 1.141 -0.984
C 1.534 1.046 -0.040 -0.424
H 1.027 2.653 -1.450 0.222
N -0.275 -0.733 0.376 -0.406
C -1.232 -0.661 1.245 0.133
H 2.347 0.400 -0.584 0.225
H 0.369 -1.538 0.476 0.476
H -3.703 0.370 -1.702 0.481
H 1.621 0.961 1.105 0.218
H 2.783 2.862 -0.639 0.246
H -0.007 0.248 -1.652 0.259
C 1.615 2.490 -0.526 -0.635
H -3.525 -1.082 -1.793 0.475
H -1.812 0.245 1.471 0.227
C 0.130 0.449 -0.430 -0.254
H -0.608 1.240 -0.344 0.223
H 1.267 3.196 0.294 0.227


Entry 2:
17
Properties=species:S:1:pos:R:3:nbo_charge:R:1 method="wB97M-V/def2-TZVPD" de_lowest_kj_mol=490.6 charge=0 orbital_gap_ha=0.341 total_energy_ha=-414.1453
H 2.212 -1.051 -1.284 0.176
H 2.309 0.875 1.068 0.319
N 2.876 0.400 0.105 -0.594
H -2.429 -0.650 1.223 0.236
C -0.202 -1.595 -0.555 0.230
H 0.131 1.419 -1.237 0.371
H 0.377 0.312 2.023 0.226
H 0.225 -1.918 -1.539 0.194
N -0.854 1.718 -0.923 -0.790
N -1.572 -1.412 -0.405 -0.438
C -0.148 0.000 1.007 -0.089
N 0.649 -0.929 0.229 -0.462
C -0.970 0.980 0.193 -0.060
H -1.698 1.266 -1.572 0.382
H -1.390 1.552 1.138 0.156
C -1.521 -0.432 0.763 -0.119
C 2.007 -0.535 -0.233 0.261


Entry 3:
94
Properties=species:S:1:pos:R:3:mulliken_charge:R:1 method="wB97M-V/def2-TZVPD" smiles="O=C1OC[C@@H](F)O1.O=C1OC[C@@H](F)O1.O=C1OC[C@@H](F)O1.O=C1OC[C@@H](F)O1.O=C1OC[C@@H](F)O1.O=C1OC[C@@H](F)O1.O=C1OC[C@@H](F)O1.CN(C)C=O.CN(C)C=O" de_lowest_kj_mol=235.9 charge=0 orbital_gap_ha=0.332 total_energy_ha=-3588.9846
F 0.767 -3.516 5.947 -0.375
F -3.107 0.244 -5.862 -0.319
H 1.393 -0.769 -1.612 -0.393
O 0.869 -5.197 2.066 -0.369
H 4.418 4.111 0.975 0.316
H 2.194 -2.654 0.658 0.168
H -7.231 -0.006 -2.692 0.303
O 4.572 -2.054 -3.500 -0.620
O 2.079 -1.506 2.342 -0.740
C -4.502 5.531 2.170 0.588
C 0.874 -4.653 -1.047 0.238
N 2.841 5.136 0.175 0.189
H 1.691 5.586 -1.453 0.267
F 3.419 1.684 -2.236 -0.399
H -1.293 2.331 0.169 0.294
O -3.234 6.041 2.033 -0.310
O 1.247 0.740 -5.503 -0.554
H -2.141 -4.282 -0.732 0.253
C 1.646 4.636 0.836 -0.888
H 5.644 -2.679 3.104 0.395
H 4.903 5.741 0.343 0.321
C 0.107 0.469 -5.175 0.417
C 1.002 -3.018 4.678 0.283
C 2.642 -2.236 1.542 0.431
H 4.128 -1.746 3.605 0.261
H -5.174 0.061 -3.715 0.249
H 1.342 5.102 1.780 0.378
C 4.131 5.159 0.834 -0.967
C -2.454 5.462 2.982 0.390
H -0.107 -1.754 3.370 -0.382
C -0.709 0.392 1.265 -0.250
H 4.172 -3.403 3.764 0.328
H 3.947 5.570 1.853 0.299
O -5.407 5.744 1.420 -0.498
C -0.750 1.380 0.087 0.116
H -4.658 -1.251 -2.501 0.191
O -1.388 0.606 -0.858 -0.390
O 3.350 -0.193 -3.639 -0.337
C -5.084 -0.249 -2.656 -0.338
C 0.688 -4.436 2.879 0.609
H -1.125 -4.404 0.751 -0.056
N 3.878 -2.732 1.790 0.270
O -0.959 -0.863 0.754 -0.324
H -1.779 -0.912 -3.384 -0.047
O -0.260 0.339 -3.905 -0.090
C 4.527 -3.583 0.849 -0.974
H 4.771 -4.562 1.289 0.354
C 2.761 5.597 -1.098 0.184
H 1.719 -2.197 4.732 0.330
H -2.104 -1.411 -5.682 0.233
C -0.800 -6.055 -0.600 0.321
H 3.921 -3.879 0.000 0.285
F -1.596 4.530 2.404 -0.271
O 0.570 -6.014 -0.949 -0.333
H -1.757 6.147 3.443 0.247
O -1.840 -1.622 -1.168 -0.531
H 2.532 0.278 -0.612 0.276
C 3.814 -1.239 -2.982 0.491
C -0.291 -2.636 3.947 0.219
H 0.278 0.308 1.739 0.170
O -0.163 -3.785 -0.927 0.053
O -4.601 4.696 3.201 -0.313
C -6.424 -0.068 -1.996 0.320
H -1.443 0.608 2.046 0.350
H -3.215 3.872 4.331 0.253
H 5.496 -3.201 0.518 0.325
O -4.248 0.689 -2.007 0.001
C 4.548 -2.622 3.123 -1.011
O -4.787 2.666 -1.151 -0.500
C -1.491 -0.705 -0.521 0.873
H -1.040 -6.720 0.248 0.292
O 1.934 -4.193 -1.109 -0.439
O 3.389 -1.286 -1.718 -0.202
O -0.878 0.354 -6.044 -0.339
F -6.701 -1.089 -1.170 -0.315
H 1.720 1.039 -3.149 0.153
O -0.498 -3.763 3.053 -0.389
F 0.610 1.712 -0.371 -0.199
O 3.662 6.014 -1.785 -0.576
C -1.947 -0.352 -5.428 0.506
H -3.471 5.531 4.872 0.273
H -2.274 0.706 -3.538 0.160
H 0.803 4.873 0.158 0.169
C -3.400 4.905 3.989 -0.358
O 1.601 -3.947 3.808 -0.331
C -1.658 -0.041 -4.008 -0.095
C -5.060 1.581 -1.486 0.521
C 2.614 0.626 -2.739 0.586
H 1.681 3.576 0.992 0.301
O -6.333 1.076 -1.290 -0.325
F -1.561 -6.535 -1.600 -0.343
C 2.390 -0.303 -1.547 0.409
H -1.184 -2.535 4.540 0.356
C -1.162 -4.591 -0.310 -0.075


Entry 4:
79
Properties=species:S:1:pos:R:3:mulliken_charge:R:1 method="wB97M-V/def2-TZVPD" de_lowest_kj_mol=0.0 charge=+2 orbital_gap_ha=0.257 total_energy_ha=-2266.1543
H 1.754 3.276 -1.286 0.417
C 0.780 -1.475 2.819 -0.443
H -4.196 1.730 1.574 0.268
C -3.519 1.041 3.539 -0.861
N 3.013 2.280 2.006 -0.378
H 5.221 1.572 -1.257 0.266
H 5.474 -2.389 -0.016 0.462
H -3.641 -4.787 -4.069 0.440
H 4.891 -4.483 -1.282 0.393
H -1.046 3.619 1.151 0.217
H -3.260 4.004 1.767 0.369
N 2.373 -1.552 -1.020 -0.186
H -4.799 2.687 2.961 0.366
H -1.109 -3.264 1.872 0.171
C -3.932 2.152 2.552 -0.344
H 2.629 -4.628 -2.347 0.539
C -0.750 2.089 -3.086 0.540
Tl 0.943 0.248 -1.092 1.846
C -1.981 -1.329 -3.594 0.395
H 0.561 -3.413 3.667 0.411
C -2.165 -3.919 3.593 -1.464
C 2.026 -2.676 -1.689 0.483
C -0.454 4.444 -3.513 -0.403
C 0.939 3.322 -1.984 0.032
H 3.825 -0.568 0.069 0.411
H -2.725 0.373 3.214 -0.015
C 4.489 -2.502 -0.464 -0.964
C 2.933 -3.743 -1.806 -0.503
N 0.835 -2.943 -2.279 -0.462
C -1.366 -2.880 2.860 0.331
H -1.510 -4.775 3.809 0.352
H 6.245 2.992 -0.858 0.380
H 4.667 3.138 -1.693 0.285
H -0.709 5.323 -4.091 0.444
C -3.268 -1.392 -4.091 -0.277
H -3.014 -4.240 2.974 0.383
H 1.802 -1.381 3.199 0.403
H -0.294 -2.173 4.573 0.325
N 0.308 2.148 -2.224 -0.152
N 4.611 2.725 0.381 -0.228
C -1.872 -3.755 -3.355 -0.279
H -3.875 -0.592 -4.483 0.531
C 5.226 2.589 -0.940 -0.869
C -1.067 -0.204 -3.287 0.025
H 0.226 0.286 3.887 0.307
C -1.623 2.732 1.482 -0.464
H -4.819 -2.761 -4.642 0.429
H -1.943 2.155 0.636 0.400
N -1.496 0.995 -3.330 -0.520
H 1.106 5.385 -2.357 0.520
N 0.231 -0.100 2.939 -0.089
C 4.179 -3.641 -1.221 -0.445
O 2.735 1.599 -0.130 -0.630
C 3.582 -1.489 -0.431 -0.053
C 0.545 4.491 -2.541 -1.054
H 0.794 -1.729 1.767 0.021
C -3.155 -3.839 -3.909 -0.716
H -2.019 -2.008 2.714 -0.054
H -1.280 -4.617 -3.045 0.506
H -0.648 2.178 3.215 0.344
C -3.839 -2.683 -4.212 -0.635
H 3.473 2.877 2.672 0.227
C -1.319 -2.492 -3.235 0.248
H -4.368 0.409 3.856 0.407
N 0.190 -0.721 -2.872 -0.517
H -2.517 -3.538 4.553 0.339
C -0.404 0.623 2.004 -0.099
H 5.157 3.183 1.091 0.226
C 0.021 -2.108 -2.768 0.025
H -3.241 1.501 4.504 0.311
C -1.116 3.254 -3.739 -0.515
N -0.713 1.892 2.260 0.082
C 3.436 2.216 0.718 0.614
C -2.820 3.185 2.318 -1.099
S -0.957 -0.177 0.558 -0.131
H -1.898 3.187 -4.506 0.483
H -2.493 3.575 3.261 0.453
C -0.053 -2.505 3.557 -0.711
H 2.055 1.994 2.168 0.134


Entry 5:
6
Properties=species:S:1:pos:R:3:nbo_charge:R:1 method="wB97M-V/def2-TZVPD" de_lowest_kj_mol=64.3 charge=+1 orbital_gap_ha=0.286 total_energy_ha=-1310.0412
H -2.034 -0.089 -0.160 0.521
I 0.776 -1.956 1.240 0.197
I 0.616 2.142 1.327 0.257
I 1.552 -0.053 -1.970 0.220
O -1.239 -0.163 -0.535 -0.958
P 0.328 0.120 0.098 0.764


Entry 6:
38
Properties=species:S:1:pos:R:3:nbo_charge:R:1 method="wB97M-V/def2-TZVPD" smiles="O=C1C[C@H](CCCF)CN1.ClCCCl.ClCCCl" charge=0 orbital_gap_ha=0.378 total_energy_ha=-2501.6390
H -0.305 -1.333 -0.292 0.409
H -3.434 1.059 1.879 0.243
C 3.783 0.803 -3.232 -0.390
C -0.490 1.889 0.532 -0.545
Cl 1.577 2.020 -2.142 -0.069
O 0.778 -0.192 1.693 -0.637
H -5.045 1.608 1.070 0.221
H -3.170 3.168 0.315 0.222
H -0.715 2.508 1.510 0.257
C 0.131 0.376 0.671 0.707
C -3.995 1.095 0.827 -0.465
H -3.865 2.293 -1.204 0.220
H 0.332 2.450 -0.120 0.268
N -0.149 -0.344 -0.628 -0.667
C -4.337 -0.394 0.229 0.026
C -1.370 0.261 -1.343 -0.249
H 3.144 0.559 -1.190 0.231
H 1.486 -3.551 2.340 0.220
C 2.695 0.633 -2.184 -0.386
H 2.105 -0.272 -2.359 0.238
C -3.227 2.101 -0.215 -0.411
H -4.366 -0.463 -0.940 0.186
F -3.276 -1.361 0.701 -0.414
C -1.686 1.679 -0.582 -0.226
Cl 3.537 -4.624 4.105 -0.068
H 4.163 -2.452 3.421 0.221
H 4.307 1.757 -3.117 0.223
H -5.342 -0.769 0.712 0.193
H 4.518 -0.002 -3.138 0.228
H -0.956 0.612 -2.405 0.209
H 2.646 -2.469 4.336 0.225
Cl 3.329 -3.562 0.863 -0.077
C 2.397 -2.951 2.252 -0.403
H 2.105 -1.925 2.010 0.263
H -1.404 2.508 -1.395 0.214
Cl 3.139 0.722 -4.891 -0.059
C 3.205 -2.968 3.540 -0.385
H -2.244 -0.466 -1.626 0.226


Entry 7:
174
Properties=species:S:1:pos:R:3:mulliken_charge:R:1 method="wB97M-V/def2-TZVPD" charge=-1 multiplicity=2 orbital_gap_ha="0.049 / 0.286" s_squared=0.7505 total_energy_ha=-3086.6444
H 2.031 2.366 4.082 0.060
C -1.935 1.730 -3.346 -1.231
H 0.378 -2.097 -0.355 -0.307
H -2.358 1.970 -2.371 -0.348
H -2.953 4.058 -5.929 0.280
H 3.942 -0.298 2.747 -0.247
H 5.678 -4.398 -1.828 0.606
C 2.881 6.452 -3.896 -1.059
H 3.774 6.768 -6.580 0.414
H -1.078 -4.108 0.299 0.261
H -1.622 4.405 -7.053 0.347
H 0.334 -4.809 2.068 0.828
H -3.316 4.578 1.592 0.502
H -5.031 -1.796 9.187 0.259
H 4.887 -0.686 -4.195 0.255
C 0.140 2.620 -2.611 -2.777
C -3.798 -0.055 7.488 -0.825
H -4.947 -3.968 7.050 0.166
H -3.645 0.847 -4.085 0.457
H -2.633 4.362 -3.646 0.402
O 0.556 -1.201 -0.650 -0.158
H -0.240 2.607 -1.589 0.246
H -0.421 -2.427 3.498 0.511
H 2.786 3.545 4.912 0.622
H 3.630 -6.087 -3.098 0.359
H -0.719 -7.076 -0.335 0.269
H -1.678 -0.246 4.285 -0.194
H -0.019 -7.409 -1.931 0.303
O 1.240 3.757 1.915 -0.220
H 0.565 -0.295 2.512 -0.381
O 3.952 0.690 -5.414 -0.225
H -0.973 1.291 4.706 0.254
H 0.065 1.069 -6.978 0.385
H 5.087 -5.268 0.967 0.310
H -2.989 -1.893 2.587 0.068
H 2.146 1.489 -4.525 0.039
H -3.409 0.189 8.476 0.350
C -2.261 3.621 -6.649 -1.820
H 4.139 -1.277 -5.692 0.409
H -2.640 2.651 2.891 0.208
C -1.024 0.244 5.006 -0.094
H 5.331 -1.154 2.752 0.397
C -2.192 1.351 -5.781 -1.625
H 4.716 3.147 -4.775 0.500
C 3.226 1.637 -4.544 -0.058
C 5.027 -3.503 0.143 0.379
H -2.812 3.372 -7.556 0.471
H 2.253 5.898 -6.286 0.294
H -3.589 2.565 -4.441 0.435
H -1.760 -1.947 -2.699 0.269
C 4.808 -4.257 -1.186 -0.853
H -0.800 -2.104 1.890 -0.777
O -1.591 -0.013 6.314 -0.380
H -4.337 1.323 1.878 0.364
H 0.220 2.634 -7.689 0.301
H -3.345 -2.665 -2.197 0.394
H 0.835 -5.286 -2.555 0.500
H -1.432 0.770 -3.228 0.600
H 3.195 3.589 -4.097 -0.056
H -5.893 -1.800 7.761 0.303
H -7.002 -4.658 10.490 0.289
O -1.040 -5.543 -1.742 -0.295
O 3.853 5.909 -4.814 -0.139
H -6.341 4.573 3.492 0.229
C -3.234 -0.716 -0.016 1.090
H 2.093 -1.115 0.721 -1.355
H 0.020 -0.054 4.909 0.236
H 1.223 -3.367 1.797 -0.186
C 1.284 -0.484 0.355 3.869
C -6.076 -4.262 10.073 -0.735
H 1.089 -5.475 0.133 0.650
H 2.211 5.687 -3.504 0.167
C -0.516 1.938 -7.285 -2.085
C -1.023 2.927 -3.658 2.740
C -3.076 -2.978 2.640 -0.686
H 4.219 -3.468 -1.653 0.283
C 4.192 -3.599 3.039 -0.748
C -2.513 -2.019 -1.915 -0.256
H -0.513 0.180 1.250 -0.234
H -1.756 0.364 -5.632 0.423
H -3.967 -4.181 8.613 0.347
H 1.418 3.883 0.980 0.058
N -0.107 -3.843 0.388 -0.203
C 0.544 0.134 1.510 -0.124
H 4.384 3.028 2.398 0.651
H 4.892 4.562 -6.840 0.412
H -3.615 -3.135 1.706 0.303
N 3.174 3.286 -6.221 -0.104
H 1.338 3.418 -5.337 0.240
H -2.850 1.589 6.294 0.434
H -1.964 2.738 1.294 0.091
O -2.951 -0.762 -1.459 -0.258
H -5.529 5.510 2.181 0.345
C 3.391 2.900 1.968 -1.266
C 3.924 -6.348 -2.081 -1.216
C -4.955 -2.177 8.169 -0.619
C -1.632 4.318 -3.216 -1.879
H -4.256 -1.053 0.158 0.471
C -4.825 -3.738 8.108 -0.318
H -0.971 5.130 -3.520 0.184
H -1.197 1.714 -8.106 0.489
H 0.593 1.631 -2.670 0.446
H 2.701 4.910 2.579 0.464
O 3.889 -5.279 -1.103 0.061
H -4.040 1.399 -0.205 0.615
H 3.314 6.965 -3.037 0.425
C -5.893 4.533 2.499 -1.004
H -4.355 3.723 0.508 0.395
H 3.454 3.120 0.902 0.417
H 2.368 0.210 -1.476 0.337
C 2.049 3.456 4.114 -1.285
H 3.461 -4.356 2.756 0.114
H 2.316 7.257 -4.366 0.320
C -3.221 0.850 0.260 -0.668
H 1.021 3.257 -2.700 0.816
H 2.999 0.632 0.078 0.398
H -1.670 4.515 -2.145 0.273
H -0.197 -3.981 -2.324 -0.014
H 5.831 -4.836 3.148 0.409
C -0.848 -6.934 -1.408 -0.895
C -3.909 3.668 1.501 -1.128
C 3.643 3.012 -4.906 -0.532
C 0.850 -4.605 -0.479 0.306
C 3.806 4.537 -6.750 -1.141
H 3.113 -7.023 -1.807 0.221
H -2.858 1.209 -6.632 0.627
O 0.477 3.820 -5.202 -0.146
H -2.239 -2.728 -1.133 -0.312
C 2.067 0.532 -0.479 -1.856
H -3.766 -3.269 3.432 0.347
H 3.587 1.579 -3.516 0.214
C 3.998 -0.634 -4.824 -0.928
H -2.255 1.311 0.056 -0.474
H -1.744 -7.416 -1.800 0.316
H 4.002 -3.177 0.320 -0.512
O -4.843 3.522 2.558 -0.121
H 3.102 -0.908 -4.266 0.217
N -0.421 2.882 -4.991 0.412
H 3.522 4.668 -7.795 0.479
H 3.102 1.850 1.950 -0.317
H 0.897 1.165 1.529 0.179
C 3.331 5.882 -6.124 -0.402
C -3.012 1.641 -4.481 -1.038
H 1.120 3.869 4.508 0.240
C 5.538 -3.979 2.542 -1.005
O -6.084 -4.187 8.623 -0.374
H 1.761 -4.033 -0.659 -0.543
H -5.800 -3.348 10.597 0.294
C 0.142 -4.884 -1.816 -0.713
H 5.537 -2.570 -0.096 0.214
C 0.210 -3.769 1.765 -0.694
O 3.707 -2.369 2.478 0.494
H 1.456 1.421 -0.637 -0.077
N -3.846 -1.572 7.473 -0.031
C -2.872 2.478 1.840 0.054
O -1.856 -3.717 2.778 -0.480
H -5.332 -4.970 10.438 0.294
C -2.910 0.502 6.365 -0.548
C -0.697 -2.943 2.578 0.458
H -3.605 0.245 5.566 0.220
H -3.148 -2.055 6.926 0.222
H 3.444 2.485 -6.773 0.249
C -1.355 2.492 -6.155 2.132
H 6.108 -3.079 2.776 0.391
C 4.313 -1.248 3.131 -0.875
H 4.260 -1.225 4.219 0.354
H -6.606 4.192 1.749 0.322
N 5.590 -4.400 1.079 -0.333
H -4.781 0.405 7.383 0.384
C 2.419 3.861 2.667 0.316
H -2.428 -1.161 0.568 -1.077
N -3.370 1.111 1.673 0.020
H 4.223 -3.640 4.128 0.621
H 4.914 -6.794 -2.168 0.399